{
  "formula": "C4H6INO",
  "method": "ωB97M-V with the def2-TZVPD basis set",
  "symbols": ["C", "C", "C", "C", "N", "O", "I", "H", "H", "H", "H", "H", "H"],
  "coordinates": [[0.10175, 0.60257, -1.36484], [-0.24694, 1.15470, 0.96916], [-0.56731, -1.18376, -0.08627], [-0.24872, 0.07053, -0.14936], [0.36040, 0.89409, -2.43917], [2.64677, -0.33464, -2.28958], [4.42331, 0.48046, -2.29129], [0.50332, 1.80442, 0.57423], [-1.28159, 1.61479, 0.86319], [-0.08037, 0.76389, 2.00526], [-0.76435, -1.78958, 0.81105], [1.91600, 0.32981, -2.35856], [-0.32706, -1.70075, -0.97918]],
  "atomic_forces_ev_per_a": [[-0.093, -0.030, -1.812], [-1.880, -1.401, -0.754], [0.497, -2.318, 0.689], [-0.493, 2.080, 3.899], [-0.222, 0.997, -0.842], [-0.104, -0.266, 0.085], [-0.085, 0.165, -0.014], [0.461, 1.023, 0.750], [1.391, -0.112, 0.511], [-0.035, 0.403, -1.111], [-0.144, 0.721, -0.402], [1.142, -0.286, -0.280], [-0.434, -0.978, -0.718]],
  "total_charge": 0,
  "e_lumo_ev": -0.14,
  "homo_energy_ev": -9.0,
  "relative_energy_ev": 3.003,
  "orbital_gap_ha": 0.3240,
  "smiles": "C=C(C)C#N.OI",
  "e_tot_ha": -583.60918
}

---

{
  "formula": "C9H18N5",
  "method": "ωB97M-V with the def2-TZVPD basis set",
  "symbols": ["C", "C", "C", "C", "C", "C", "C", "C", "C", "N", "N", "N", "N", "N", "H", "H", "H", "H", "H", "H", "H", "H", "H", "H", "H", "H", "H", "H", "H", "H", "H", "H"],
  "coordinates": [[1.87888, -1.15984, -0.08132], [1.30028, 0.87476, -1.09116], [-2.21046, 0.06812, -0.38485], [3.27389, -0.77490, 0.32580], [-2.15526, 1.45678, -1.04711], [0.46920, -0.19083, 2.27450], [-3.98278, -1.46824, 0.10571], [-1.19235, -0.36797, 0.37757], [-0.05240, 0.35565, 0.91531], [1.07426, 0.04918, -0.12321], [-3.21736, -0.81624, -0.62885], [1.66921, -2.29276, -0.56960], [1.97985, 0.58034, -2.21349], [-0.14023, 1.80168, 0.85634], [0.86785, 1.93407, -1.14440], [3.68811, -0.37791, -0.56060], [3.47331, -0.01859, 1.10356], [3.59326, -1.69286, 0.80093], [-3.17769, 1.84425, -0.87040], [-1.37917, 2.04671, -0.76743], [-2.01380, 1.23461, -2.19701], [0.73566, -1.33432, 2.25513], [-0.39095, -0.15350, 2.88853], [1.41478, 0.21226, 2.52109], [-3.97656, -1.23038, 1.11263], [0.71135, -2.41150, -0.87547], [-4.53561, -2.12003, -0.43170], [-1.26533, -1.49382, 0.65559], [1.85567, 1.20808, -3.03125], [2.30018, -0.25587, -2.63924], [-1.10360, 2.07010, 1.17899], [0.50782, 2.42299, 1.28543]],
  "atomic_forces_ev_per_a": [[1.180, 1.102, -0.107], [-0.490, 0.837, -2.019], [1.213, 0.863, 1.119], [-0.680, -0.704, 2.103], [-3.783, -3.606, -3.112], [-0.231, -3.184, -2.240], [1.993, 2.219, -0.311], [-1.514, -2.809, 1.094], [3.107, 0.597, 0.125], [-0.395, 0.516, -0.331], [0.754, 0.967, -2.995], [-0.725, 0.156, 0.601], [-0.396, 2.038, -1.622], [-3.213, -0.092, 0.541], [0.491, -1.931, 0.712], [1.389, -0.265, -0.897], [-0.992, 0.010, -0.280], [1.311, -0.253, -0.790], [0.713, 0.529, -0.490], [1.672, 1.521, 0.970], [-0.638, 0.508, 2.042], [-0.783, 1.823, -0.442], [-0.292, 0.580, 1.444], [0.456, 1.223, 0.864], [-0.568, -0.160, 2.403], [-0.319, -0.040, -0.348], [-2.280, -2.476, -0.713], [0.313, 2.100, -0.098], [0.125, 0.052, 1.423], [0.182, -1.575, 0.944], [1.476, -0.202, -0.415], [0.923, -0.347, 0.826]],
  "total_charge": 1,
  "e_lumo_ev": -3.14,
  "homo_energy_ev": -11.8,
  "relative_energy_ev": 3.044,
  "orbital_gap_ha": 0.3183,
  "smiles": "[H]/N=C(/C)N(C=[NH2+])[C@@](C)(N)/C=C(\\C)N=C",
  "e_tot_ha": -627.15095
}

---

{
  "formula": "C3H6O2",
  "method": "ωB97M-V with the def2-TZVPD basis set",
  "symbols": ["C", "C", "C", "H", "H", "H", "H", "H", "H", "O", "O"],
  "coordinates": [[0.31830, -0.46174, -0.87394], [-0.62953, -0.30559, 0.31864], [0.05211, 0.33835, 1.20893], [0.28097, 1.57198, -0.95188], [1.12701, -0.93671, -0.46628], [-0.19766, -0.90053, -1.75499], [-1.73474, 0.09864, -0.08980], [-0.99817, -1.51737, 0.44973], [1.22519, 0.12059, 1.28169], [0.86009, 0.75819, -1.12369], [-0.30357, 1.23419, 2.00158]],
  "atomic_forces_ev_per_a": [[-3.083, 0.742, -0.324], [-8.870, -7.658, -8.494], [5.936, 6.093, 9.669], [0.861, -2.074, -0.484], [1.957, -2.474, 0.265], [0.583, -0.112, 0.537], [3.025, -0.348, 1.471], [1.280, 3.253, 0.650], [-2.095, -0.094, -0.291], [0.280, 4.427, -1.129], [0.126, -1.756, -1.869]],
  "total_charge": 0,
  "e_lumo_ev": 0.42,
  "homo_energy_ev": -9.9,
  "relative_energy_ev": 3.688,
  "orbital_gap_ha": 0.3809,
  "smiles": "O=CCCO",
  "e_tot_ha": -268.26969
}